Entry 1:
83
Properties=species:S:1:pos:R:3 method="wB97M-V/def2-TZVPD" homo_ha=-0.145 gap_ha=0.2191 charge=-1 e_tot_ha=-2259.85510 max_force_ev_per_a=1.2
C -3.19 -1.02 -2.54
N -3.82 0.06 -3.29
C -2.82 0.96 -3.84
S -1.90 1.93 -2.57
C -1.87 0.22 -4.85
O -0.64 0.23 -4.61
O -2.44 -0.31 -5.80
H -2.39 -1.49 -3.09
H -2.88 -0.73 -1.54
H -3.95 -1.79 -2.38
H -4.31 0.61 -2.59
H -3.35 1.72 -4.40
H -0.93 1.09 -2.20
O 0.21 2.92 -0.99
C 1.07 3.67 -1.35
O 0.79 4.61 -2.26
C 1.69 5.64 -2.64
C 2.65 5.17 -3.72
C 2.50 3.51 -0.86
H 2.21 6.04 -1.77
H 1.06 6.44 -3.03
H 3.28 4.35 -3.37
H 3.29 5.99 -4.04
H 2.09 4.81 -4.58
H 2.99 2.75 -1.46
H 2.47 3.19 0.18
H 3.08 4.43 -0.90
O -0.34 -3.05 -2.47
C -0.28 -3.52 -3.57
O -1.42 -3.61 -4.28
C -1.46 -3.93 -5.66
C -1.44 -5.43 -5.90
C 1.01 -4.05 -4.15
H -0.67 -3.41 -6.21
H -2.40 -3.52 -6.02
H -0.52 -5.88 -5.53
H -1.53 -5.65 -6.96
H -2.26 -5.91 -5.36
H 1.16 -5.06 -3.79
H 1.82 -3.42 -3.79
H 1.05 -4.04 -5.23
O 3.14 -3.54 -1.36
C 2.74 -2.90 -0.43
O 3.58 -2.02 0.15
C 3.13 -1.06 1.11
C 3.06 -1.63 2.51
C 1.37 -3.10 0.16
H 2.18 -0.62 0.79
H 3.87 -0.25 1.07
H 2.34 -2.44 2.57
H 2.76 -0.86 3.22
H 4.02 -2.03 2.81
H 1.41 -3.95 0.84
H 0.66 -3.31 -0.64
H 0.98 -2.24 0.69
O -3.04 1.78 4.33
C -2.71 2.69 3.62
O -1.52 2.65 3.01
C -1.10 3.60 2.02
C -0.49 4.83 2.67
C -3.58 3.92 3.46
H -1.91 3.84 1.34
H -0.34 3.09 1.43
H -1.22 5.36 3.29
H -0.13 5.52 1.90
H 0.34 4.55 3.31
H -3.39 4.59 4.30
H -4.62 3.61 3.48
H -3.42 4.46 2.53
O 1.01 -3.58 4.16
C 0.57 -2.89 5.03
O 1.38 -1.99 5.61
C 0.92 -0.99 6.52
C 0.82 -1.52 7.94
C -0.84 -3.05 5.53
H -0.02 -0.56 6.18
H 1.66 -0.20 6.48
H 0.10 -2.33 8.02
H 0.52 -0.73 8.62
H 1.79 -1.92 8.26
H -0.87 -3.86 6.26
H -1.48 -3.31 4.69
H -1.26 -2.15 5.98

***

Entry 2:
73
Properties=species:S:1:pos:R:3 method="wB97M-V/def2-TZVPD" homo_ha=-0.391 gap_ha=0.2176 charge=+1 e_tot_ha=-2613.35409 max_force_ev_per_a=3.0
Ce 0.24 0.29 0.11
C -2.82 -1.03 -1.41
O -1.63 -1.52 -0.77
C -1.05 -2.57 -1.55
C -0.05 -3.27 -0.71
O 0.89 -2.31 -0.22
C 1.84 -2.93 0.66
C 2.83 -1.91 1.10
O 2.13 -0.86 1.76
C 3.07 0.09 2.31
H -2.59 -0.70 -2.43
H -3.55 -1.84 -1.45
H -3.21 -0.21 -0.84
H -1.82 -3.28 -1.85
H -0.61 -2.14 -2.45
H -0.52 -3.77 0.14
H 0.48 -4.01 -1.31
H 1.31 -3.36 1.51
H 2.36 -3.73 0.12
H 3.53 -2.38 1.79
H 3.40 -1.49 0.27
H 3.56 0.64 1.51
H 2.53 0.76 2.96
H 3.82 -0.46 2.88
C 2.90 -4.76 -5.54
C 2.60 -3.50 -4.78
C 1.81 -2.50 -5.36
C 1.51 -1.34 -4.67
C 2.00 -1.18 -3.38
C 2.79 -2.15 -2.78
C 3.09 -3.30 -3.49
S 1.58 0.30 -2.57
O 2.14 1.42 -3.24
O 2.08 0.12 -1.14
N -0.02 0.27 -2.48
C -0.70 1.60 -2.73
C -0.65 2.04 -1.31
O 0.47 2.40 -0.85
O -1.52 1.57 -0.50
H 2.97 -4.57 -6.61
H 2.10 -5.49 -5.40
H 3.83 -5.22 -5.21
H 1.44 -2.62 -6.37
H 0.91 -0.57 -5.13
H 3.20 -1.99 -1.79
H 3.73 -4.06 -3.05
H -1.71 1.44 -3.09
H -0.13 2.24 -3.40
C -1.82 -1.83 2.35
N -1.06 -0.60 2.11
C -1.22 0.35 2.97
C -0.50 1.56 2.92
C -0.69 2.72 3.66
C 0.20 3.67 3.13
C 0.88 3.06 2.09
N 0.48 1.77 1.95
C -0.96 -2.94 2.92
C -1.22 -4.26 2.58
C -0.47 -5.29 3.12
C 0.56 -5.01 4.01
C 0.82 -3.69 4.36
C 0.06 -2.66 3.82
H -2.29 -2.16 1.43
H -2.63 -1.61 3.06
H -1.95 0.25 3.77
H -1.39 2.84 4.47
H 0.34 4.69 3.46
H 1.63 3.48 1.45
H -2.04 -4.49 1.90
H -0.68 -6.32 2.85
H 1.15 -5.81 4.44
H 1.61 -3.45 5.07
H 0.28 -1.63 4.08

***

Entry 3:
17
Properties=species:S:1:pos:R:3 method="wB97M-V/def2-TZVPD" homo_ha=-0.211 gap_ha=0.3370 charge=-1 e_tot_ha=-1527.83796 max_force_ev_per_a=4.2
C 3.51 1.54 0.82
N 1.01 -1.39 0.77
N -1.82 1.09 -0.48
N 0.92 1.10 -0.31
O 3.36 2.58 1.26
O 3.99 0.59 0.37
O -0.52 0.31 1.68
O 1.83 0.63 1.90
O -1.56 0.09 -2.80
O -1.18 -1.32 -0.94
O 0.50 0.34 -1.47
S 0.79 0.23 1.03
S -1.02 -0.02 -1.46
H 2.01 -1.37 0.29
H 0.13 -1.65 0.31
H -1.69 0.81 0.56
H -1.07 1.75 -0.58

***

Entry 4:
11
Properties=species:S:1:pos:R:3 method="wB97M-V/def2-TZVPD" smiles=CC(C)F homo_ha=-0.393 gap_ha=0.4379 charge=0 e_tot_ha=-218.33698 max_force_ev_per_a=6.7
C -0.81 0.12 -0.96
C -0.27 0.35 0.51
C 1.04 -0.27 0.46
F -1.08 -0.30 1.24
H -0.23 0.70 -1.65
H -1.86 0.43 -0.90
H -0.79 -0.95 -1.14
H -0.20 1.41 0.87
H 0.87 -1.37 0.38
H 1.52 -0.16 1.48
H 1.81 0.02 -0.29

***

Entry 5:
30
Properties=species:S:1:pos:R:3 method="wB97M-V/def2-TZVPD" smiles=Cc1c[nH]c2ccccc12.CCC homo_ha=-0.289 gap_ha=0.3242 charge=0 e_tot_ha=-522.21007 max_force_ev_per_a=1.1
C -0.97 -3.09 4.05
C -0.31 -1.94 3.36
C 0.75 -1.20 3.77
N 1.21 -0.42 2.74
C 0.41 -0.62 1.63
C 0.48 -0.04 0.36
C -0.43 -0.53 -0.55
C -1.37 -1.52 -0.27
C -1.40 -2.08 0.99
C -0.52 -1.61 1.97
H -0.47 -4.05 3.96
H -1.99 -3.22 3.68
H -1.06 -2.89 5.12
H 1.19 -1.15 4.75
H 1.74 0.43 2.89
H 1.16 0.76 0.09
H -0.35 -0.18 -1.58
H -2.02 -1.90 -1.06
H -2.08 -2.89 1.24
C -0.03 3.60 -3.82
C 0.20 2.10 -3.65
C 1.40 1.82 -2.75
H 0.84 4.15 -4.17
H -0.85 3.77 -4.51
H -0.36 4.02 -2.87
H -0.71 1.65 -3.26
H 0.34 1.63 -4.63
H 1.16 2.05 -1.72
H 1.84 0.82 -2.78
H 2.20 2.53 -2.98

***

Entry 6:
19
Properties=species:S:1:pos:R:3 method="wB97M-V/def2-TZVPD" homo_ha=-0.294 gap_ha=0.2817 charge=0 e_tot_ha=-705.61375 max_force_ev_per_a=3.9
Tl -0.07 0.03 0.16
O 0.27 -0.07 2.22
H -0.11 0.16 3.07
O -1.76 1.02 -0.14
H -2.47 1.17 0.50
O 1.96 -0.68 0.33
H 2.46 -1.00 -0.45
O 0.66 0.90 -1.83
H 1.53 1.10 -2.29
H -0.02 1.08 -2.52
O -1.73 -1.59 0.92
H -1.49 -1.95 1.75
H -2.62 -1.40 0.96
O 1.02 2.01 0.58
H 1.93 2.29 0.40
H 0.93 2.27 1.53
O -0.14 -1.69 -1.36
H 0.64 -1.77 -2.02
H -1.00 -1.88 -1.81

***

Entry 7:
49
Properties=species:S:1:pos:R:3 method="wB97M-V/def2-TZVPD" homo_ha=-0.240 gap_ha=0.3365 charge=-1 e_tot_ha=-1833.17187 max_force_ev_per_a=2.8
C 0.36 1.67 -1.69
C -0.03 2.91 -0.90
O -0.35 2.53 0.44
C 1.19 2.07 -2.89
S 1.47 0.70 -4.08
S -0.39 -0.10 -4.52
C -0.77 -1.34 -3.25
C 0.37 -2.07 -2.56
H 0.88 0.90 -1.14
H -0.55 1.17 -2.01
H -0.87 3.45 -1.34
H 0.79 3.61 -0.71
H 0.68 2.87 -3.43
H 2.18 2.44 -2.65
H -1.29 -0.82 -2.47
H -1.30 -2.11 -3.82
H 1.09 -2.34 -3.34
H 0.93 -1.43 -1.88
H 0.11 -2.89 -1.90
H -1.25 -1.56 -0.19
H -2.73 -1.90 -0.49
O -1.82 -2.25 -0.56
H -2.19 1.74 -0.05
H -3.35 1.36 0.72
O -2.93 1.18 -0.15
H 3.38 0.92 1.02
H 2.62 2.15 1.11
O 2.93 1.54 0.46
H 1.32 1.42 2.56
H 0.14 1.77 0.76
O 1.97 2.12 2.93
H -1.68 1.23 2.22
H -2.48 -0.04 2.33
O -2.56 0.92 2.44
H -2.65 -3.06 1.49
H -2.00 -2.12 2.41
O -2.82 -2.61 2.34
H 0.85 -2.18 1.72
H 0.12 -0.80 2.21
O 0.05 -1.91 2.17
H 1.89 3.02 2.54
H -0.03 0.39 3.24
O 0.13 0.53 2.31
H 0.67 -3.99 0.01
H -0.41 -3.48 0.97
O -0.28 -4.03 0.15
H 2.46 -0.60 1.82
H 3.06 -0.13 3.15
O 3.07 -0.84 2.50